Record 1
{"formula": "C4H39N2O14", "method": "ωB97M-V/def2-TZVPD", "lumo_energy_ev": -2.5, "charge": 1, "fmax_ev_per_a": 2.6, "e_above_lowest_kcal_mol": 77.7, "total_energy_ha": -1338.41594, "gap_ev": 9.466, "species": ["N", "C", "C", "C", "O", "C", "N", "H", "H", "H", "H", "H", "H", "H", "H", "H", "H", "H", "H", "H", "H", "H", "O", "H", "H", "O", "H", "H", "O", "H", "H", "O", "H", "H", "O", "H", "H", "O", "H", "H", "O", "H", "H", "O", "H", "H", "O", "H", "H", "O", "H", "H", "O", "H", "H", "O", "H", "H", "O"], "coordinates": [[-1.5560, 0.0579, 0.7990], [-0.8998, -1.2389, 0.4173], [-0.4665, -1.1736, -1.0579], [0.8401, -0.4926, -1.3575], [0.5586, 0.8999, -1.6373], [-1.9312, -2.3703, 0.5691], [-2.0370, -2.5794, 2.0102], [-2.5027, -0.1381, 1.1123], [-1.0223, 0.5135, 1.5443], [-1.5493, 0.8083, 0.1080], [-0.0890, -1.4791, 1.1095], [-0.3934, -2.2233, -1.3683], [-1.3382, -0.7975, -1.5918], [1.5655, -0.4143, -0.5444], [1.3926, -0.9126, -2.2092], [-0.1838, 0.9154, -2.2186], [-1.6036, -3.2503, 0.0059], [-2.8634, -2.1523, 0.0435], [-1.0901, -2.6819, 2.3496], [-2.6323, -3.2792, 2.4210], [1.5426, -3.2331, -2.4207], [3.0843, -2.9841, -2.3383], [2.2744, -2.7500, -2.7982], [-3.2258, 0.7947, -3.1461], [-2.1931, 1.8363, -3.4298], [-2.5717, 1.3400, -2.6938], [-1.8857, 2.4551, -1.0862], [-1.3005, 3.4344, -0.1416], [-1.8433, 2.6344, -0.1329], [-0.4735, -1.7224, -3.4468], [-0.2756, -0.8547, -4.7216], [-0.8987, -1.0935, -4.0276], [0.5944, -0.1662, 3.6198], [1.6404, -0.4708, 2.5366], [0.7022, -0.5588, 2.7493], [0.2988, 3.9392, -2.4356], [1.4083, 3.0722, -1.8949], [1.2412, 3.7780, -2.5374], [0.9078, 3.9880, 1.4936], [1.4290, 4.6667, 0.0828], [0.9980, 3.9483, 0.5476], [4.0687, -0.3968, 1.4740], [3.4253, -1.0922, 2.6760], [3.2274, -0.7339, 1.8061], [1.2329, 2.3384, 2.3707], [1.2820, 2.4385, 3.9250], [0.9030, 1.9533, 3.1874], [-2.0382, 3.1168, 3.1409], [-0.7908, 2.3032, 3.4960], [-1.6512, 2.2422, 3.0301], [2.5827, 1.2703, 0.6303], [3.3714, 2.5248, 0.2863], [3.3635, 1.7731, 0.8889], [-3.6657, -2.9953, -2.2503], [-2.4477, -3.0972, -3.1839], [-2.8083, -2.6060, -2.4470], [1.7896, -2.3107, 2.5692], [2.6445, -3.6615, 2.0167], [1.8594, -3.1320, 2.1005]]}

---

Record 2
{"formula": "C4H3AgMgO6", "method": "ωB97M-V/def2-TZVPD", "lumo_energy_ev": [-0.2, 0.3], "charge": -1, "multiplicity": 2, "fmax_ev_per_a": 3.7, "total_energy_ha": -952.56603, "gap_ev": [2.359, 2.356], "species": ["O", "C", "O", "O", "C", "O", "C", "C", "O", "O", "Ag", "Mg", "H", "H", "H"], "coordinates": [[-2.5102, -2.5895, -1.6500], [-1.6930, -2.2694, -0.7516], [-0.9681, -3.0980, -0.1510], [-1.5537, -0.9444, -0.5353], [-0.6634, -0.4751, 0.4307], [0.8395, 1.1921, 1.0677], [1.1914, 2.5085, 0.9316], [0.1678, 0.5429, 0.0475], [1.1239, 3.0571, -0.1714], [1.9116, 2.9086, 1.8922], [-2.1850, -5.3220, -1.7010], [3.1767, 4.4950, 1.7221], [-0.3088, -1.2412, 1.1231], [-0.1202, 1.1752, -0.7957], [1.5914, 0.0601, -1.4590]]}

---

Question: charge of number 2 (C4H3AgMgO6)?
Answer: -1

---

Question: charge of number 2 (C4H3AgMgO6)?
Answer: -1